(P)
A molecular structure, C23H28MgN4O4S6SeSi2Te, computed with the ωB97M-V functional and the def2-TZVPD basis.

As for the total charge: -2. Its multiplicity is 1.

Geometry as XYZ:
```
70
C23H28MgN4O4S6SeSi2Te, DFT the ωB97M-V functional and the def2-TZVPD basis
Mg -0.859 -0.711 -0.466
S 3.701 -2.028 4.837
C 2.635 -1.415 3.727
S 0.921 -1.547 3.871
C 0.479 -0.699 2.403
C 1.510 -0.246 1.642
S 1.336 0.661 0.194
S 3.110 -0.577 2.293
S -1.199 -0.450 2.051
S -2.476 2.158 -7.204
N -2.930 2.661 -5.723
C -2.295 1.903 -4.849
C -2.401 2.003 -3.416
C -3.231 2.930 -2.780
C -3.267 2.951 -1.407
C -2.483 2.036 -0.702
N -1.677 1.173 -1.287
C -1.625 1.136 -2.626
C -0.737 0.158 -3.248
N -0.002 -0.606 -2.432
C 0.777 -1.534 -2.947
C 0.905 -1.743 -4.322
C 0.176 -0.957 -5.176
C -0.658 0.029 -4.643
C -1.443 0.923 -5.455
N -1.452 0.966 -6.773
H -3.822 3.601 -3.389
H -3.893 3.650 -0.870
H -2.493 2.020 0.380
H 1.327 -2.132 -2.232
H 1.546 -2.530 -4.693
H 0.222 -1.075 -6.250
C 1.050 7.160 2.368
Si 1.153 5.344 2.944
C 2.293 4.417 1.762
C 1.952 5.380 4.666
C -0.563 4.603 3.057
Te -0.584 2.407 2.590
C -2.066 2.062 4.155
Si -3.862 2.080 3.594
C -4.247 3.712 2.696
C -4.406 0.631 2.521
C -4.935 2.027 5.172
H 2.031 7.641 2.388
H 0.383 7.739 3.012
H 0.669 7.229 1.347
H 3.333 4.737 1.862
H 1.994 4.563 0.722
H 2.248 3.343 1.956
H 2.965 5.785 4.626
H 2.008 4.372 5.081
H 1.372 5.996 5.357
H -1.239 5.093 2.353
H -0.976 4.752 4.057
H -1.885 2.795 4.944
H -1.815 1.075 4.546
H -5.103 3.598 2.027
H -3.387 4.030 2.101
H -4.478 4.516 3.399
H -3.986 0.670 1.514
H -5.495 0.606 2.429
H -4.081 -0.316 2.954
H -4.767 2.901 5.806
H -4.707 1.137 5.762
H -6.000 1.996 4.925
O -2.582 -1.390 -1.206
Se -1.857 -2.872 -1.387
O -2.762 -4.062 -0.816
O -0.490 -2.623 -0.475
O -1.472 -3.126 -2.933
```

=====

(Q)
A molecular structure, C23H28MgN4O4S6SeSi2Te, computed with the ωB97M-V functional and the def2-TZVPD basis.

As for the total charge: -2. Its multiplicity is 1.

Geometry as XYZ:
```
70
C23H28MgN4O4S6SeSi2Te, DFT the ωB97M-V functional and the def2-TZVPD basis
Mg 1.476 -0.584 0.316
S 7.700 3.300 -0.995
C 6.191 2.617 -0.791
S 5.136 2.974 0.516
C 3.794 1.930 0.079
C 3.975 1.212 -1.053
S 2.851 0.087 -1.752
S 5.510 1.462 -1.864
S 2.423 1.846 1.128
S -0.043 -8.066 0.629
N -1.048 -6.785 0.515
C -0.300 -5.695 0.473
C -0.764 -4.340 0.382
C -2.071 -3.990 0.175
C -2.431 -2.646 0.028
C -1.400 -1.724 -0.056
N -0.115 -1.998 0.116
C 0.219 -3.259 0.671
C 1.663 -3.618 0.361
N 2.497 -2.601 0.137
C 3.788 -2.839 -0.040
C 4.317 -4.121 -0.001
C 3.459 -5.186 0.188
C 2.101 -4.941 0.363
C 1.111 -5.998 0.501
N 1.384 -7.279 0.565
H -2.809 -4.778 0.081
H -3.452 -2.341 -0.150
H -1.615 -0.702 -0.356
H 4.405 -1.971 -0.235
H 5.380 -4.268 -0.133
H 3.814 -6.208 0.198
C -2.293 4.002 3.259
Si -1.587 2.541 2.283
C -0.319 1.681 3.333
C -3.020 1.394 1.860
C -0.861 3.274 0.712
Te -0.056 1.948 -0.783
C -2.004 1.755 -1.787
Si -2.176 2.946 -3.206
C -2.006 4.724 -2.608
C -0.871 2.583 -4.506
C -3.876 2.793 -4.024
H -2.764 3.658 4.184
H -3.042 4.554 2.684
H -1.496 4.700 3.530
H -0.770 1.348 4.273
H 0.506 2.356 3.576
H 0.126 0.801 2.866
H -3.539 1.085 2.771
H -2.667 0.487 1.365
H -3.751 1.882 1.209
H -0.038 3.946 0.962
H -1.615 3.867 0.186
H -2.776 1.885 -1.025
H -2.064 0.719 -2.133
H -1.085 4.865 -2.038
H -2.849 5.008 -1.973
H -1.983 5.411 -3.459
H 0.136 2.656 -4.091
H -0.951 3.285 -5.340
H -0.990 1.573 -4.906
H -4.672 3.031 -3.313
H -4.051 1.779 -4.391
H -3.968 3.477 -4.873
O 0.156 -3.170 2.208
Se 1.313 -2.275 3.148
O 0.569 -2.043 4.541
O 1.530 -0.867 2.332
O 2.655 -3.149 3.181
```

=====

(R)
A molecular structure, C23H28MgN4O4S6SeSi2Te, computed with the ωB97M-V functional and the def2-TZVPD basis.

As for the total charge: -2. Its multiplicity is 1.

Geometry as XYZ:
```
70
C23H28MgN4O4S6SeSi2Te, DFT the ωB97M-V functional and the def2-TZVPD basis
Mg -1.086 -0.609 1.893
S -1.930 -7.489 3.588
C -1.387 -6.187 2.690
S 0.229 -5.992 2.156
C 0.080 -4.458 1.297
C -1.171 -3.931 1.321
S -1.781 -2.528 0.455
S -2.370 -4.881 2.190
S 1.542 -3.868 0.570
S -5.520 5.425 1.522
N -5.821 3.955 2.129
C -4.753 3.224 1.901
C -4.577 1.834 2.285
C -5.498 1.120 3.052
C -5.226 -0.188 3.375
C -4.063 -0.771 2.880
N -3.190 -0.105 2.148
C -3.410 1.190 1.882
C -2.331 1.928 1.185
N -1.209 1.246 0.903
C -0.175 1.887 0.378
C -0.232 3.236 0.027
C -1.388 3.930 0.267
C -2.463 3.275 0.875
C -3.716 3.931 1.212
N -4.028 5.179 0.944
H -6.402 1.614 3.386
H -5.901 -0.766 3.991
H -3.826 -1.811 3.076
H 0.718 1.291 0.232
H 0.632 3.712 -0.416
H -1.489 4.979 0.016
C 5.876 -0.356 -0.300
Si 4.047 0.071 -0.023
C 3.768 0.281 1.801
C 3.760 1.722 -0.888
C 3.186 -1.335 -0.887
Te 1.022 -1.384 -0.898
C 1.106 0.110 -2.612
Si 0.617 -0.727 -4.182
C 1.711 -2.216 -4.510
C -1.176 -1.267 -4.067
C 0.793 0.445 -5.662
H 6.549 0.401 0.121
H 6.102 -0.450 -1.367
H 6.112 -1.312 0.177
H 4.624 0.780 2.266
H 3.616 -0.681 2.296
H 2.876 0.879 2.008
H 4.335 2.510 -0.388
H 2.704 2.009 -0.846
H 4.064 1.702 -1.938
H 3.482 -2.266 -0.395
H 3.515 -1.392 -1.929
H 2.121 0.513 -2.661
H 0.430 0.947 -2.390
H 1.742 -2.834 -3.608
H 2.736 -1.913 -4.748
H 1.340 -2.832 -5.336
H -1.319 -1.853 -3.153
H -1.482 -1.882 -4.919
H -1.845 -0.400 -4.018
H 1.833 0.766 -5.780
H 0.180 1.342 -5.523
H 0.480 -0.034 -6.597
O 1.576 -0.171 4.792
Se 0.630 0.285 3.566
O -0.985 -0.116 3.809
O 0.855 -0.594 2.159
O 0.761 1.878 3.223
```

=====

Which structure is the most stable? The one labeled (P).

=====

(P)
A gas-phase ion, C2H6S2 (charge -1), computed with the ωB97M-V functional and the def2-TZVPD basis.

As for the total charge: -1. The expectation value of S² is 0.754. Its multiplicity is 2.

Geometry as XYZ:
```
10
C2H6S2, DFT the ωB97M-V functional and the def2-TZVPD basis
C -1.462 0.869 0.652
S 0.226 1.672 0.510
S 0.814 0.430 -1.334
C 1.365 -1.127 -0.569
H -1.760 0.115 -0.068
H -2.099 1.760 0.526
H -1.532 0.648 1.716
H 1.901 -1.590 -1.396
H 0.587 -1.847 -0.351
H 1.961 -0.931 0.313
```

=====

(Q)
2 unconnected molecules or ions with the total composition C2H6S2, computed with the ωB97M-V functional and the def2-TZVPD basis.

As for the total charge: -1. The expectation value of S² is 0.753. Its multiplicity is 2.

Geometry as XYZ:
```
10
C2H6S2, DFT the ωB97M-V functional and the def2-TZVPD basis
S -0.478 -2.706 0.492
S -2.021 -1.442 -0.148
H 0.485 -2.847 -0.387
H -1.836 -0.179 0.028
C 3.039 4.238 -0.789
C 2.090 4.449 0.113
H 3.049 3.588 -1.634
H 4.043 4.555 -0.697
H 1.093 4.407 0.035
H 2.370 4.708 1.199
```

=====

Which structure is the most stable? The one labeled (P).

=====

(P)
A single C4H3F molecule, computed with the ωB97M-V functional and the def2-TZVPD basis.

As for the total charge: 0. Its structure (SMILES) is C#C/C=C\F. Its multiplicity is 1.

Geometry as XYZ:
```
8
C4H3F, DFT the ωB97M-V functional and the def2-TZVPD basis
C 1.919 -0.604 0.080
C 0.877 -0.016 -0.112
C -0.256 0.750 -0.162
C -1.421 0.047 0.101
F -1.411 -1.280 -0.121
H 2.794 -1.453 -0.006
H -0.162 1.769 -0.229
H -2.340 0.788 0.448
```

=====

(Q)
A single C4H3F molecule, computed with the ωB97M-V functional and the def2-TZVPD basis.

As for the total charge: 0. Its structure (SMILES) is C#C/C=C\F. Its multiplicity is 1.

Geometry as XYZ:
```
8
C4H3F, DFT the ωB97M-V functional and the def2-TZVPD basis
C -2.066 -0.764 -0.058
C -1.074 -0.156 0.027
C 0.276 0.614 -0.040
C 1.512 0.099 0.011
F 1.843 -1.176 -0.026
H -3.130 -0.919 0.121
H 0.251 1.671 -0.090
H 2.388 0.631 0.055
```

=====

Which structure is the most stable? The one labeled (Q).

=====

(P)
A gas-phase ion, CHN4OS (charge +1), computed with the ωB97M-V functional and the def2-TZVPD basis.

As for the total charge: +1. Its structure (SMILES) is [H]/N=N/[N+]#S#CN=O. Its multiplicity is 1.

Geometry as XYZ:
```
8
CHN4OS, DFT the ωB97M-V functional and the def2-TZVPD basis
H 0.164 -1.047 -0.009
N -0.160 -0.310 0.640
N -0.925 0.416 0.143
N -1.626 1.235 -0.228
S -3.133 1.747 -0.030
C -3.796 0.230 -0.112
N -4.543 -0.695 0.063
O -5.027 -1.742 0.230
```

=====

(Q)
A gas-phase ion, CHN4OS (charge +1), computed with the ωB97M-V functional and the def2-TZVPD basis.

As for the total charge: +1. Its structure (SMILES) is [H]/N=N/[N+]#S#CN=O. Its multiplicity is 1.

Geometry as XYZ:
```
8
CHN4OS, DFT the ωB97M-V functional and the def2-TZVPD basis
H 1.249 -0.227 0.218
N 0.528 0.400 0.525
N -0.534 0.544 0.106
N -1.680 0.595 0.129
S -3.067 1.477 -0.091
C -3.984 0.113 0.155
N -4.969 -0.533 0.082
O -5.637 -1.486 -0.058
```

=====

Which structure is the most stable? The one labeled (P).

=====

(P)
A molecular structure, C27H44CeN3OP3, computed with the ωB97M-V functional and the def2-TZVPD basis.

As for the total charge: +3. The expectation value of S² is 0.751. Its multiplicity is 2.

Geometry as XYZ:
```
79
C27H44CeN3OP3, DFT the ωB97M-V functional and the def2-TZVPD basis
Ce -0.407 -0.187 -0.583
P 1.588 1.560 0.870
P -1.215 2.653 -1.785
P 1.881 -0.272 -2.294
H -2.634 -4.462 -0.769
C -1.723 -4.988 -1.055
C -0.685 -5.166 -0.218
H -0.711 -4.741 0.791
C 1.116 2.312 2.469
C 2.461 2.964 0.098
C 2.974 0.482 1.399
C -2.643 2.420 -2.801
C -1.594 3.627 -0.407
C 0.085 3.323 -2.738
C 2.394 -2.023 -2.021
C 3.510 0.542 -2.343
C 1.490 -0.283 -4.084
H -1.669 -5.326 -2.095
H 0.258 -5.600 -0.555
H 1.263 1.598 3.289
H 0.062 2.621 2.443
H 1.748 3.193 2.646
H 1.755 3.773 -0.132
H 2.988 2.662 -0.815
H 3.187 3.322 0.836
H 2.652 -0.158 2.230
H 3.785 1.137 1.744
H 3.344 -0.157 0.585
H -2.985 3.444 -3.079
H -3.382 1.837 -2.237
H -2.390 1.779 -3.653
H -1.741 4.572 -0.944
H -0.800 3.725 0.333
H -2.530 3.299 0.052
H -0.448 4.231 -3.040
H 0.361 2.728 -3.611
H 0.967 3.582 -2.156
H 3.035 -2.295 -2.871
H 1.538 -2.715 -1.976
H 2.970 -2.125 -1.088
H 4.129 0.015 -3.080
H 4.015 0.516 -1.371
H 3.407 1.586 -2.657
H 2.341 -0.706 -4.636
H 1.315 0.743 -4.434
H 0.595 -0.881 -4.302
C -1.959 -1.642 -3.120
C -2.973 -0.960 -3.863
C -3.276 -1.340 -5.197
C -2.526 -2.362 -5.811
C -1.504 -3.020 -5.108
C -1.276 -2.667 -3.772
O -1.526 -1.378 -1.828
H -1.070 1.205 -1.683
H -3.502 -0.119 -3.407
H -4.084 -0.826 -5.762
H -2.753 -2.668 -6.830
H -0.871 -3.792 -5.578
H -0.514 -3.159 -3.167
N -0.772 2.030 9.982
C -0.706 1.518 8.924
C -0.629 0.890 7.635
C -1.369 1.401 6.563
C -1.297 0.797 5.306
C -0.487 -0.334 5.143
C 0.248 -0.864 6.206
C 0.175 -0.243 7.454
N -0.373 -0.912 3.869
C 0.323 -2.091 3.548
C 0.325 -2.192 2.173
N -0.366 -1.076 1.658
C -0.761 -0.332 2.710
H -2.010 2.270 6.708
H -1.877 1.198 4.475
H 0.882 -1.740 6.057
H 0.743 -0.643 8.293
H 0.771 -2.719 4.273
H 0.706 -2.966 1.538
H -1.349 0.582 2.654
```

=====

(Q)
A molecular structure, C27H44CeN3OP3, computed with the ωB97M-V functional and the def2-TZVPD basis.

As for the total charge: +3. The expectation value of S² is 0.758. Its multiplicity is 2.

Geometry as XYZ:
```
79
C27H44CeN3OP3, DFT the ωB97M-V functional and the def2-TZVPD basis
Ce 0.860 0.222 -1.001
P 0.639 -0.236 -3.765
P 0.053 -2.629 -0.654
P 1.360 3.104 -0.116
H 2.877 -2.288 2.206
C 3.070 -1.657 3.077
C 2.091 -0.981 3.698
H 1.028 -1.070 3.418
C 2.053 -1.154 -4.454
C -0.777 -1.106 -4.514
C 0.658 1.356 -4.661
C -0.018 -2.837 1.126
C -1.607 -3.052 -1.273
C 1.260 -3.792 -1.318
C 1.520 3.210 1.712
C 0.224 4.489 -0.470
C 2.965 3.796 -0.676
H 4.110 -1.553 3.382
H 2.308 -0.276 4.505
H 2.076 -0.978 -5.537
H 1.955 -2.232 -4.261
H 2.987 -0.797 -3.997
H -0.635 -1.106 -5.603
H -1.710 -0.581 -4.264
H -0.841 -2.145 -4.159
H 0.992 1.179 -5.691
H 1.340 2.075 -4.182
H -0.350 1.792 -4.671
H -0.049 -3.895 1.406
H -0.934 -2.393 1.520
H 0.836 -2.380 1.641
H -1.735 -4.140 -1.306
H -1.722 -2.614 -2.267
H -2.358 -2.569 -0.638
H 0.979 -4.841 -1.131
H 2.241 -3.615 -0.842
H 1.389 -3.655 -2.404
H 2.321 3.903 2.012
H 1.737 2.210 2.114
H 0.562 3.549 2.129
H 0.782 5.374 -0.813
H -0.357 4.722 0.433
H -0.463 4.154 -1.262
H 3.419 4.417 0.111
H 2.792 4.401 -1.577
H 3.655 2.980 -0.934
C 4.107 -0.189 -0.533
C 4.483 -1.017 -1.619
C 5.754 -0.808 -2.116
C 6.647 0.044 -1.451
C 6.278 0.667 -0.252
C 5.067 0.374 0.322
O 2.888 0.327 -0.515
H -0.202 -1.375 -1.531
H 3.743 -1.686 -2.088
H 6.045 -1.258 -3.073
H 7.626 0.239 -1.876
H 6.889 1.435 0.177
H 4.761 0.686 1.311
N -8.280 0.092 6.025
C -7.412 0.130 5.239
C -6.349 0.186 4.266
C -5.024 0.437 4.642
C -4.006 0.503 3.686
C -4.305 0.352 2.329
C -5.631 0.091 1.940
C -6.638 0.017 2.909
N -3.269 0.437 1.345
C -3.446 0.412 -0.049
C -2.207 0.415 -0.627
N -1.233 0.417 0.377
C -1.917 0.474 1.550
H -4.817 0.580 5.698
H -2.973 0.676 3.987
H -5.884 -0.071 0.891
H -7.666 -0.173 2.599
H -4.427 0.362 -0.500
H -1.931 0.424 -1.693
H -1.436 0.534 2.522
```

=====

Which structure is the most stable? The one labeled (P).

=====

(P)
A gas-phase ion, C5H13N2OS (charge +1), computed with the ωB97M-V functional and the def2-TZVPD basis.

As for the total charge: +1. Its structure (SMILES) is CO[C@H]1NS[C@@H](C)[N@@H+]1C. Its multiplicity is 1.

Geometry as XYZ:
```
22
C5H13N2OS, DFT the ωB97M-V functional and the def2-TZVPD basis
C 2.644 1.149 -0.704
O 1.395 0.401 -0.846
C 0.490 0.477 0.318
N -0.370 1.580 0.102
S -1.895 1.242 0.738
C -1.753 -0.392 -0.017
C -1.800 -0.282 -1.484
N -0.344 -0.790 0.309
C -0.213 -1.663 1.535
H 3.157 0.605 0.197
H 2.610 2.234 -0.402
H 3.189 1.187 -1.616
H 1.190 0.537 1.219
H 0.019 2.409 0.536
H -2.529 -1.142 0.403
H -0.820 0.349 -1.687
H -2.683 0.439 -1.733
H -1.780 -1.288 -1.955
H 0.069 -1.352 -0.563
H -1.208 -1.913 1.948
H 0.293 -2.622 1.360
H 0.340 -1.164 2.343
```

=====

(Q)
A gas-phase ion, C5H13N2OS (charge +1), computed with the ωB97M-V functional and the def2-TZVPD basis.

As for the total charge: +1. Its structure (SMILES) is CC(C)(C)C(=[NH2+])N(O)S. Its multiplicity is 1.

Geometry as XYZ:
```
22
C5H13N2OS, DFT the ωB97M-V functional and the def2-TZVPD basis
C -1.201 -0.177 -1.353
C -0.147 -0.612 -0.322
C -0.814 -1.301 0.881
C 0.813 -1.603 -0.989
C 0.606 0.602 0.189
N 1.914 0.650 0.103
N -0.022 1.629 0.746
O -1.378 1.616 0.955
S 0.799 3.049 1.345
H -1.583 -1.061 -1.855
H -0.764 0.475 -2.106
H -2.043 0.322 -0.886
H -1.352 -2.175 0.528
H -1.521 -0.646 1.379
H -0.067 -1.627 1.600
H 0.238 -2.455 -1.339
H 1.304 -1.167 -1.857
H 1.552 -1.989 -0.290
H 2.421 -0.114 -0.318
H 2.432 1.443 0.462
H -1.795 2.358 0.480
H 0.606 2.783 2.645
```

=====

Which structure is the most stable? The one labeled (Q).